Entry 1:
C23H17CdCl5N2O3 as an isolated structure. Source: the OMol25 dataset; level of theory: ωB97M-V/def2-TZVPD.

```
! wB97M-V def2-TZVPD RIJCOSX def2/J DEFGRID3
* xyz -2 1
Cd 0.07168 0.47732 -0.31084
O 2.57796 -0.07133 -0.45304
C 3.33282 -0.65142 0.36675
C 4.34151 -1.59001 -0.07126
C 5.19666 -2.21012 0.80079
C 5.14605 -1.95529 2.19103
C 4.19028 -1.07393 2.64702
C 3.27503 -0.43772 1.79422
C 2.30687 0.44728 2.40014
N 1.28128 0.98204 1.86295
C 0.50994 1.88967 2.71355
C -0.44399 2.69982 1.86283
N -1.36675 1.76860 1.24607
C -2.55071 2.16311 0.99651
C -3.61066 1.38472 0.38476
C -4.87561 1.97946 0.29239
C -5.97124 1.33004 -0.23889
C -5.78574 0.01128 -0.70824
C -4.56262 -0.60637 -0.64538
C -3.38824 0.04337 -0.11056
O -2.27212 -0.54286 -0.08372
H 4.37600 -1.78947 -1.13677
H 5.92697 -2.91787 0.41769
H 5.82933 -2.44338 2.87415
H 4.12341 -0.86311 3.71301
H 2.50995 0.66958 3.45959
H 1.16921 2.56538 3.26845
H -0.07248 1.31475 3.44318
H 0.11992 3.19585 1.06474
H -0.95422 3.45474 2.47418
H -2.83812 3.18564 1.28079
H -4.98329 2.99886 0.65942
H -6.93588 1.81943 -0.30285
H -6.63034 -0.52540 -1.13059
H -4.42519 -1.61753 -1.01531
Cl 0.81683 -2.65775 0.81148
C 0.77955 -2.57858 -0.93674
C 0.32678 -1.40865 -1.53257
C 0.32940 -1.40536 -2.92238
Cl -0.29179 -0.00994 -3.77356
C 0.79562 -2.47760 -3.68424
Cl 0.79271 -2.41404 -5.42417
C 1.27389 -3.61587 -3.04293
Cl 1.88500 -4.95474 -3.96724
C 1.26026 -3.67037 -1.65142
Cl 1.85769 -5.08800 -0.84037
C -0.90041 3.03723 -1.81161
O 0.18458 2.44081 -1.20673
H -1.80941 2.40964 -1.85953
H -0.69591 3.33463 -2.85853
H -1.22244 3.97345 -1.30625
*
```

Output
HOMO level = -1.76 eV
Relative energy (zero: lowest compared OMol25 entry of this formula, charge and spin) = 0.1547 eV

Want to see where the charge sits? The Mulliken charges in e are: number 1, Cd, carries 1.32; number 2, O, carries -0.78; number 3, C, carries 0.00; number 4, C, carries -0.42; number 5, C, carries -0.48; number 6, C, carries -0.65; number 7, C, carries -0.53; number 8, C, carries 1.04; number 9, C, carries -0.75; number 10, N, carries 0.24; number 11, C, carries -0.88; number 12, C, carries -1.02; number 13, N, carries 0.16; number 14, C, carries -0.48; number 15, C, carries 0.99; number 16, C, carries -0.47; number 17, C, carries -0.65; number 18, C, carries -0.27; number 19, C, carries -0.77; number 20, C, carries -0.05; number 21, O, carries -0.68; number 22, H, carries 0.44; number 23, H, carries 0.33; number 24, H, carries 0.36; number 25, H, carries 0.23; number 26, H, carries 0.21; number 27, H, carries 0.50; number 28, H, carries 0.28; number 29, H, carries 0.17; number 30, H, carries 0.57; number 31, H, carries 0.11; number 32, H, carries 0.26; number 33, H, carries 0.35; number 34, H, carries 0.32; number 35, H, carries 0.36; number 36, Cl, carries -0.20; number 37, C, carries 1.80; number 38, C, carries -2.51; number 39, C, carries 1.28; number 40, Cl, carries -0.24; number 41, C, carries -0.20; number 42, Cl, carries -0.24; number 43, C, carries 0.49; number 44, Cl, carries -0.24; number 45, C, carries -0.11; number 46, Cl, carries -0.24; number 47, C, carries -0.78; number 48, O, carries -0.85; number 49, H, carries 0.18; number 50, H, carries 0.23; number 51, H, carries 0.25

Entry 2:
C23H17Cl2N4O8S2W as an isolated structure. Source: the OMol25 dataset; level of theory: ωB97M-V/def2-TZVPD.

```
! wB97M-V def2-TZVPD RIJCOSX def2/J DEFGRID3
* xyz 1 3
W -0.22565 -0.78114 0.75267
O 4.58183 -0.30305 4.14287
C 4.96977 -0.31917 2.87800
O 6.09929 -0.09806 2.54856
C 3.92489 -0.61285 1.83390
C 4.18492 -0.83255 0.47942
Cl 5.69889 -0.80651 -0.25543
N 3.01275 -1.04596 -0.17252
N 1.99333 -0.88933 0.70311
C 2.53883 -0.65891 1.89625
C 1.56766 -0.48194 3.01372
O 1.86564 -0.38249 4.16809
O 0.29739 -0.47164 2.58467
C 2.76103 -1.32687 -1.57339
C 3.76158 -1.78468 -2.42045
C 3.48657 -1.98413 -3.76512
C 2.22368 -1.74639 -4.28261
C 1.21191 -1.34865 -3.42226
C 1.48302 -1.14895 -2.08121
H 3.62377 -0.46906 4.27128
H 4.74887 -2.01358 -2.06270
H 4.28096 -2.34013 -4.40633
H 2.02088 -1.90088 -5.33294
H 0.20106 -1.21265 -3.78162
H 0.64020 -0.95634 -1.43136
O -4.02894 3.23647 0.65705
C -4.70198 2.08095 0.53531
C -6.09455 2.15212 0.56052
C -6.85042 1.00956 0.42793
C -6.24616 -0.24020 0.26708
C -4.87596 -0.32213 0.25272
C -4.07998 0.82699 0.39040
C -2.63719 0.69416 0.37604
O -2.10936 -0.53850 0.34093
N -1.83725 1.71047 0.38266
N -0.49451 1.30871 0.34921
C 0.31895 2.31829 0.15460
S -0.28835 3.92624 0.05491
C 1.27806 4.65781 -0.49452
C 2.41068 3.87874 0.13750
S 2.02623 2.11436 -0.04852
H -3.07410 3.05837 0.59984
H -6.55232 3.12407 0.68126
H -7.92969 1.08506 0.44600
H -6.84894 -1.12990 0.15532
H -4.38669 -1.27625 0.12394
H 1.28202 5.69780 -0.17219
H 1.31412 4.61820 -1.58222
H 2.51490 4.09648 1.19911
H 3.35976 4.05746 -0.36520
Cl -1.89204 -3.28577 -1.92506
C -2.29377 -3.88213 -0.29855
C -1.16969 -3.72172 0.69918
O -1.00128 -4.44047 1.63032
O -0.35725 -2.65272 0.47215
H -2.55826 -4.93296 -0.35390
H -3.14907 -3.31363 0.06158
*
```

Output
⟨S²⟩ = 2.01
HOMO level (spin up / spin down) = -11.18 / -11.19 eV
Relative energy (zero: lowest compared OMol25 entry of this formula, charge and spin) = 0.0000 eV

Want to see where the charge sits? The Mulliken charges in e are: number 1, W, carries 1.16; number 2, O, carries -0.52; number 3, C, carries 0.43; number 4, O, carries -0.54; number 5, C, carries -0.24; number 6, C, carries 0.49; number 7, Cl, carries -0.12; number 8, N, carries 0.10; number 9, N, carries -0.32; number 10, C, carries 0.21; number 11, C, carries 1.09; number 12, O, carries -0.67; number 13, O, carries -0.52; number 14, C, carries 0.70; number 15, C, carries -0.80; number 16, C, carries -0.85; number 17, C, carries -0.63; number 18, C, carries -0.96; number 19, C, carries -0.26; number 20, H, carries 0.41; number 21, H, carries 0.41; number 22, H, carries 0.40; number 23, H, carries 0.43; number 24, H, carries 0.47; number 25, H, carries 1.26; number 26, O, carries -0.65; number 27, C, carries 0.41; number 28, C, carries -0.71; number 29, C, carries -0.32; number 30, C, carries -0.78; number 31, C, carries -0.40; number 32, C, carries -0.10; number 33, C, carries 1.16; number 34, O, carries -0.48; number 35, N, carries -0.90; number 36, N, carries 0.09; number 37, C, carries 0.21; number 38, S, carries 0.01; number 39, C, carries -0.56; number 40, C, carries -0.63; number 41, S, carries 0.12; number 42, H, carries 0.53; number 43, H, carries 0.45; number 44, H, carries 0.39; number 45, H, carries 0.44; number 46, H, carries 0.43; number 47, H, carries 0.43; number 48, H, carries 0.33; number 49, H, carries 0.32; number 50, H, carries 0.42; number 51, Cl, carries -0.15; number 52, C, carries -0.11; number 53, C, carries 0.32; number 54, O, carries -0.50; number 55, O, carries -0.32; number 56, H, carries 0.39; number 57, H, carries 0.02